Formula: CH3F2N2P
Source: OMol25
Level of theory: wB97M-V/def2-TZVPD

Positions of all 9 atoms, in Å:
H1 0.061 -0.566 -1.285
N1 -0.146 0.196 -1.959
C1 -0.315 1.289 -1.487
F1 -0.351 1.587 -0.160
H2 -0.589 2.213 -2.115
H3 -0.196 -0.580 3.181
N2 0.430 -0.757 2.426
P1 -0.086 -1.275 1.057
F2 1.192 -2.107 0.341

Atomic forces in eV per Å
H -0.19 0.70 -0.70
N 0.92 -3.35 -0.75
C -1.50 4.13 0.00
F 0.21 0.03 -0.09
H 0.60 -1.37 1.15
H -0.51 0.69 0.38
N 0.14 -1.56 -2.09
P 1.65 -0.63 1.22
F -1.33 1.36 0.87

- charge = 0
- M (Da) = 112.02
- E_HOMO (eV) = -10.52
- multiplicity = 1
- LUMO level (eV) = -0.575
- SMILES = [H]/N=C\F.[H]/N=P/F
- electronic energy (Ha) = -690.4861

These are the Mulliken partial charges, in e, on atoms 1 to 8: 0.20, -0.46, 0.24, -0.22, 0.26, 0.28, -0.43, 0.42